No. 1
Here is a structure of composition C6H18ClN3O8 at a distorted geometry from the Open Molecules 2025 dataset. Energies are from ωB97M-V/def2-TZVPD.

The value obtained for the gap between HOMO and LUMO is 6.384 eV. The electronic energy is -1465.30650 a.u. The calculation puts the HOMO energy at -8.2 eV. Its total charge is 0. As for the maximum force: 0.138 hartree/bohr.

Geometry (Å):
O  -0.87843  0.30813  -2.18176
H  1.34837  4.86899  2.95804
H  -0.28588  5.18000  2.23125
H  1.36541  5.21516  1.29495
H  2.42505  -1.20648  -0.86145
C  -1.75562  0.35952  2.87248
O  -2.27063  0.06910  3.91202
O  0.08940  2.52700  2.36695
O  2.28991  -2.10413  -1.17381
H  -0.62480  -0.33809  1.32610
Cl  -0.11489  0.34636  -1.04380
O  1.26102  -4.09044  -4.14458
H  -0.03201  2.19845  0.11088
O  0.65789  1.55042  -1.22839
C  0.72176  4.79730  2.06903
C  0.57427  -3.83245  -3.22319
H  0.27970  -2.14817  -2.01652
H  -3.31021  1.80651  2.40119
H  0.12476  3.91343  -0.25434
H  3.09368  -2.62578  -1.23232
H  -2.29264  1.47014  1.06371
H  -1.75084  2.41835  2.42559
N  0.68625  -2.58508  -2.83135
H  -0.33609  -1.15529  2.84126
C  0.46471  3.33377  1.59466
N  0.34387  3.11223  0.32025
C  -0.22175  -4.74582  -2.43806
H  1.63995  -2.46202  -0.56466
O  0.71120  -0.80558  -1.14805
N  -0.85287  -0.47686  2.30018
O  -0.83489  0.39931  0.26834
H  0.23245  -4.97967  -1.47519
H  1.18128  -1.96467  -3.45594
H  -0.47784  -5.61575  -3.04282
C  -2.29068  1.51153  2.15292
H  -1.16087  -4.24945  -2.19359

Here are the natural (NBO) charges for atoms 1 to 2, given in e: number 1, O, carries -0.82; number 2, H, carries 0.23

No. 2
Here is an isolated molecule of C4H5NO from the Open Molecules 2025 dataset. Energies are from ωB97M-V/def2-TZVPD.

The value obtained for the gap between HOMO and LUMO is 8.275 eV. The electronic energy is -285.27501 a.u. The calculation puts the HOMO energy at -8.0 eV. Its total charge is 0. As for the maximum force: 0.010 hartree/bohr.

Geometry (Å):
C  0.03906  1.32152  0.37620
C  0.88510  0.10758  0.12198
N  -1.19533  -0.55533  -0.21571
C  0.02605  -0.99175  -0.37094
H  0.88068  -0.14697  1.21715
O  2.17164  0.20617  -0.38534
C  -1.21688  0.80158  0.23990
H  2.36966  1.15199  -0.31226
H  0.25492  -2.00181  -0.68972
H  -2.19763  1.24344  0.37556
H  -2.01727  -1.13644  -0.35683

Here are the natural (NBO) charges for atoms 1 to 2, given in e: number 1, C, carries -0.25; number 2, C, carries -0.07

No. 3
Here is an isolated molecule of C21H30N4O5 from the Open Molecules 2025 dataset. Energies are from ωB97M-V/def2-TZVPD.

The value obtained for the gap between HOMO and LUMO is 8.857 eV. The electronic energy is -1413.51855 a.u. The calculation puts the HOMO energy at -8.4 eV. Its total charge is 0. As for the SMILES: CCCCn1c(N)c(N(CCOC)C(=O)CCc2ccc(OC)cc2)c(=O)[nH]c1=O. As for the maximum force: 0.013 hartree/bohr.

Geometry (Å):
C  2.96387  -1.76756  0.04608
O  1.86055  1.66244  1.94296
H  0.68871  -0.26240  -3.92283
H  -0.40836  3.19965  1.49267
H  -2.18267  -5.17806  -1.17758
H  -1.49631  -4.01969  0.96028
C  1.39024  -1.69303  -1.77380
C  2.76844  0.19721  -1.31714
C  0.31592  3.13741  0.67966
H  -4.52429  1.32576  0.12318
H  -1.16052  -4.03677  -2.04982
C  1.73058  2.86449  1.20736
O  -2.81221  2.92559  -0.63258
H  -3.55718  -3.29369  -0.29909
H  1.60117  0.77876  3.73027
H  2.05573  3.71591  1.81933
C  1.32061  1.71136  3.24292
H  5.35837  -1.73426  1.31883
H  4.10811  -1.02678  2.37990
H  0.93402  0.25748  0.90826
H  0.34113  4.09501  0.15113
N  -2.16503  -0.68870  1.03828
C  -2.16351  -4.20506  -1.66331
H  -1.33083  -2.03533  2.40992
H  4.67633  -2.69464  2.65329
C  -2.01906  -2.04031  1.55898
H  -2.85545  -4.22722  -2.50121
H  3.08948  1.20020  -1.55379
C  3.36344  -0.47302  -0.26199
H  0.30190  -1.24188  1.47320
H  4.13178  0.02434  0.30741
C  -1.24289  1.31273  0.11499
C  -0.13613  1.15145  -2.51500
H  -2.56760  -2.14732  -1.19860
N  -3.57853  0.99371  0.27507
C  0.37409  2.17209  -1.51717
N  0.16282  -0.39965  0.94766
H  -0.58304  -2.76998  0.10663
H  -0.82315  0.44868  -2.04624
C  -3.46785  -0.24536  0.83016
C  1.76335  -0.38785  -2.07265
C  -2.55114  -3.10861  -0.67953
O  -4.43166  -0.90910  1.13638
H  2.40385  2.75650  0.35580
C  1.05349  0.39945  -3.13554
H  -0.66845  1.69846  -3.29566
H  -3.01061  -2.32216  1.92220
H  1.73114  1.13282  -3.57417
N  -0.11760  2.10197  -0.24853
H  0.22870  1.79691  3.23357
C  4.45205  -1.94634  1.89450
O  1.22105  2.99291  -1.81139
H  1.71477  -3.40112  -0.51041
C  -1.56955  -3.03753  0.48890
O  3.44729  -2.51013  1.08729
C  -1.07228  0.07910  0.71116
C  1.98622  -2.38110  -0.73706
H  1.73584  2.55291  3.80765
H  0.62648  -2.17698  -2.36598
C  -2.54840  1.85157  -0.13394

Here are the natural (NBO) charges for atoms 1 to 2, given in e: number 1, C, carries 0.27; number 2, O, carries -0.56

No. 4
Here is an isolated molecule of C7H7BrF2 at a distorted geometry from the Open Molecules 2025 dataset. Energies are from ωB97M-V/def2-TZVPD.

The value obtained for the gap between HOMO and LUMO is 8.609 eV. The electronic energy is -3044.61694 a.u. The calculation puts the HOMO energy at -8.8 eV. Its total charge is 0. As for the SMILES: C[C@@H]1C(F)=CC=C[C@@]1(F)Br. As for the maximum force: 0.082 hartree/bohr.

Geometry (Å):
H  0.47599  1.54322  -2.12698
H  1.49038  -1.27960  1.73505
H  -0.02970  0.40800  2.00125
C  -0.96930  -0.85980  0.55471
H  2.15915  0.24334  1.16775
H  -1.83393  -1.99240  -1.00366
C  0.03152  1.36354  -0.05193
Br  -1.62564  2.48452  0.49618
F  1.14713  2.22776  0.16208
C  1.53359  -0.52571  0.95904
F  -1.43308  -1.65778  1.48373
H  -0.79535  -0.53176  -2.65636
C  -0.04421  0.91854  -1.45185
C  -1.25465  -1.05179  -0.71544
C  -0.76112  -0.21568  -1.69379
H  1.84860  -1.16765  0.16578
C  0.06063  0.09326  0.97445

Here are the natural (NBO) charges for atoms 1 to 2, given in e: number 1, H, carries 0.24; number 2, H, carries 0.21

No. 5
Here is an isolated molecule of C33H30BF10INO4PS at a distorted geometry from the Open Molecules 2025 dataset. Energies are from ωB97M-V/def2-TZVPD.

The value obtained for the gap between HOMO and LUMO is 7.259 eV. The electronic energy is -3691.84896 a.u. The calculation puts the HOMO energy at -8.6 eV. Its total charge is 0. As for the SMILES: COCCCCc1cc([PH2]=S)c(I)c2c1C(=O)c1c(Cc3cccc(C)c3)c(F)c(C(F)(F)C(F)(F)C(F)(F)C(F)(F)F)c(B(O)N(C)C)c1C2=O. As for the maximum force: 0.059 hartree/bohr.

Geometry (Å):
F  0.89968  4.26872  2.17983
H  -2.78905  2.78499  -4.13019
H  3.99315  -5.07605  -1.84391
H  -3.55039  1.45699  2.57060
C  2.68199  -3.61909  -0.68752
H  -1.02710  1.53294  -2.52478
H  1.65344  -5.37705  -2.79149
F  -0.80455  4.82239  -0.87151
H  2.05592  -5.65747  2.67229
F  -3.62388  6.33239  1.80057
F  -3.22934  6.06668  -0.34132
H  1.47646  0.05301  -6.87044
C  -3.27462  2.00555  3.50360
H  -2.51629  2.57880  -5.96723
H  -2.01366  2.87639  5.49481
C  0.03984  -0.57693  0.21036
O  -2.12615  -0.84277  3.06611
H  2.31181  -0.13232  -2.12865
C  3.33150  -4.19181  -2.02536
H  3.49103  -3.35272  0.05542
H  -0.96053  4.16220  4.61583
H  0.01048  -4.45439  -4.64809
C  -0.32509  1.47542  1.70526
C  -2.68983  6.56960  0.80268
C  -0.93427  4.57857  0.49293
F  -2.61575  7.92069  0.67367
H  -3.15349  1.35016  4.40596
H  -2.79417  4.29324  4.71163
H  -4.12510  2.71372  3.73997
H  -0.50634  -2.85923  -3.87005
C  0.79030  1.72947  -0.52691
C  1.63890  -4.60487  -0.03101
C  1.10571  -4.10832  1.35042
C  0.27538  -2.90195  1.38818
C  -1.08258  -0.96541  2.47613
C  -1.91716  3.58328  4.62815
H  2.82532  -4.87407  -4.06614
H  0.59037  2.03855  4.44273
F  -0.32802  6.83815  1.07665
C  -0.25341  -2.29670  2.63790
C  1.19906  -0.34561  -2.10684
H  0.71398  -4.53013  6.59401
B  -0.90074  2.00633  3.12767
C  0.90490  0.40236  -5.98386
F  -1.43691  5.71159  2.62813
F  -2.01145  3.71703  0.59199
C  1.40265  -4.74839  2.63792
H  -0.48684  1.81962  -7.01519
O  -0.49662  -2.68627  -0.93178
C  -2.05283  2.81446  -4.96828
C  2.27659  -4.50901  -3.14259
C  0.45726  3.91243  0.92428
C  -0.50586  1.22980  -3.46787
C  0.87541  -4.16450  3.87755
C  0.61538  0.28484  -3.41563
C  -0.88764  1.75844  -4.78842
H  2.23015  -2.63338  -0.99112
H  2.09790  -5.62747  0.10176
F  1.37049  2.42434  -1.55640
C  0.04184  -2.93743  3.91395
C  -0.10137  -2.13691  0.06319
O  -0.21104  1.50828  4.28361
C  -1.32753  5.88825  1.26089
H  2.12644  -0.84711  -4.62067
H  -0.22618  -4.29217  -2.82019
S  3.32213  -4.99107  5.61341
C  0.32194  2.37357  0.70794
C  0.12753  -3.78368  -3.75842
H  1.09763  -1.45521  -2.18252
H  3.96939  -3.34112  -2.41300
H  -1.54917  3.81701  -5.07320
C  -0.19339  1.37806  -6.02966
P  1.36907  -5.06855  5.45565
C  0.66107  0.27480  -0.78490
C  -0.46529  0.03748  1.47211
F  1.39261  4.47803  0.05642
H  0.76386  -4.75530  -0.72713
C  1.28210  -0.11170  -4.67320
H  0.99940  -6.44099  5.28023
I  -0.73292  -2.08591  5.73386
O  1.50289  -3.37505  -3.54797
N  -2.06635  2.88948  3.29720

Here are the Mulliken charges for atoms 1 to 2, given in e: number 1, F, carries -0.29; number 2, H, carries 0.34

No. 6
Here is a structure of composition C25H48AlOP4 at a distorted geometry from the Open Molecules 2025 dataset. Energies are from ωB97M-V/def2-TZVPD.

The value obtained for the gap between HOMO and LUMO is 5.380 eV. The electronic energy is -2663.51719 a.u. The calculation puts the HOMO energy at -16.0 eV. Its total charge is +3. As for the maximum force: 0.064 hartree/bohr.

Geometry (Å):
H  -4.10120  -0.29444  1.17228
C  0.92147  0.17082  4.44893
C  3.33691  -1.11812  2.04521
C  1.52293  -2.04661  -2.62817
C  -0.72437  2.17477  -6.79960
H  2.96448  -2.11380  1.77545
H  -3.35875  -0.28990  -2.84140
H  -1.52063  -2.27382  -2.47465
H  -1.00494  2.47182  -7.81574
H  2.68597  2.53312  1.46741
H  1.29075  0.02154  -5.04113
H  -1.85638  0.50811  4.16118
H  -4.44829  0.99880  -2.19830
H  1.40463  2.18331  -0.59801
H  -3.33966  2.13770  1.13126
C  0.38373  -0.87878  3.67761
C  -1.82753  -1.97611  2.39125
H  -0.68616  -3.80333  -2.08239
H  -0.69464  1.19514  -2.29593
H  -4.89831  -0.31743  -0.42138
H  0.30788  -3.04832  3.49095
H  0.68196  1.20888  4.21280
C  -1.27399  2.87542  -5.72145
H  -3.70177  -1.57018  -0.02659
C  0.38058  2.50644  -0.35431
Al  -0.35629  0.12537  -0.40160
C  1.27069  -3.10127  0.05289
H  -1.69475  -3.01580  -0.84635
C  1.73972  -0.08833  5.55327
H  4.15935  1.64038  2.00492
H  0.95829  -4.12150  -0.19609
H  1.76774  -3.49744  5.41623
H  -1.32974  1.74971  2.97967
O  -0.11011  0.72477  -2.97642
C  0.54662  0.79286  -5.24877
H  0.69438  0.64145  -7.39544
C  -3.23064  2.18571  0.04070
H  0.95577  -2.89060  1.08371
H  3.09151  -0.90508  3.09447
C  0.08551  3.13224  0.83438
H  2.29300  -2.81620  -2.48429
P  -0.75694  -0.49525  2.25293
C  -3.39573  0.69390  -2.34590
H  -2.88446  1.42777  -2.99270
C  0.21409  1.15705  -6.56001
H  0.85793  -2.31355  -3.45942
H  2.36276  -3.05104  -0.02939
P  -2.69030  0.57471  -0.65086
H  -1.35393  3.08610  -3.56390
H  -2.51885  2.98337  -0.19989
H  -1.34411  -2.83741  1.91449
H  -0.73074  3.86537  0.87691
H  3.90715  -0.78321  -0.82855
H  -1.96657  3.70243  -5.90175
C  3.78476  0.21968  -0.39082
C  -1.00557  -2.83383  -1.68070
H  4.42825  -1.08628  1.91063
C  -1.79446  0.76232  3.09382
H  -0.22541  2.75140  -1.24004
C  1.53432  -2.46134  5.14763
C  3.06020  1.61802  1.94244
C  0.71061  -2.19972  4.04699
H  2.63733  1.53500  2.95410
C  -0.15108  1.38532  -4.19286
H  -1.99589  -2.19652  3.45398
C  -3.95529  -0.51207  0.10654
H  2.13465  0.74187  6.14651
C  -0.96438  2.51125  -4.40401
P  0.49549  -1.94916  -1.12498
H  2.70111  -1.60903  6.75617
C  2.05549  -1.40540  5.89951
H  3.42675  0.90839  -1.17126
H  -4.20380  2.40804  -0.41874
H  -2.81357  0.78449  2.69082
H  4.74320  0.57835  0.01876
H  -2.79228  -1.80458  1.90811
P  2.52964  0.14718  0.96773
H  1.99673  -1.08472  -2.85800
H  0.67720  2.96980  1.73918

Here are the Mulliken charges for atoms 1 to 2, given in e: number 1, H, carries 0.53; number 2, C, carries -0.63

No. 7
Here is a structure of composition C5H4Cl2F9MgNaO9S3 at a distorted geometry from the Open Molecules 2025 dataset. Energies are from ωB97M-V/def2-TZVPD.

The value obtained for the gap between HOMO and LUMO is 8.281 eV. The electronic energy is -4246.39265 a.u. The calculation puts the HOMO energy at -10.5 eV. Its total charge is 0. As for the maximum force: 0.069 hartree/bohr.

Geometry (Å):
O  1.77743  2.35122  -0.87633
F  1.17172  -1.45540  -5.36199
H  -2.22693  -1.17037  5.34955
Mg  -0.00573  2.48269  -1.35587
S  3.24718  2.08777  -0.77830
C  0.34869  -0.67237  -4.60893
H  -3.49994  -1.51451  3.02391
O  3.59846  0.83131  -0.12287
F  -0.62411  -1.46218  -4.08844
O  2.48748  0.90312  -3.96091
F  -2.29656  -0.78722  -1.81834
C  -2.96732  -1.93314  5.10850
F  5.24728  3.35940  0.37083
F  -3.51571  -0.19583  -0.11223
H  -3.93698  -1.62217  5.49728
C  3.94860  3.51155  0.27048
Cl  -4.20293  -3.66029  3.50973
H  -2.12531  -2.65033  3.31586
F  -0.24788  0.28784  -5.44727
F  -2.58622  -2.20066  -0.22127
O  3.86061  2.31558  -2.06534
Cl  -2.57993  -3.25146  6.22805
S  1.35566  0.26267  -3.27424
F  3.56875  4.73306  -0.29452
F  3.36712  3.60719  1.46721
C  -3.11483  -2.32746  3.63945
Na  2.79101  -1.44467  -0.27302
O  1.76338  -0.65965  -2.22286
O  -0.67288  1.23051  -0.18156
S  -0.87533  -0.14476  0.46518
O  -1.27765  -0.11726  1.90124
O  0.34047  -0.97279  0.14562
O  0.31646  1.20020  -2.75269
C  -2.43398  -0.92152  -0.47591

Here are the natural (NBO) charges for atoms 1 to 2, given in e: number 1, O, carries -1.17; number 2, F, carries -0.31